[1]
DFT (ωB97M-V with the def2-TZVPD basis set) results for C27H27ClN3O6S2Ta as an isolated structure in a non-equilibrium geometry.

Positions of all 67 atoms, in Å:
Ta 0.18 0.38 -0.09
C 2.77 0.67 3.17
O 2.88 -0.73 3.41
C 2.98 -1.59 2.37
C 3.77 -2.72 2.55
C 3.91 -3.67 1.55
C 3.30 -3.48 0.32
C 2.49 -2.36 0.11
C 1.99 -2.09 -1.21
N 1.21 -1.10 -1.50
N 0.97 -0.85 -2.82
C 0.41 0.30 -2.98
O 0.13 1.04 -1.90
C 0.10 0.84 -4.30
C -0.16 2.21 -4.42
C -0.42 2.76 -5.66
C -0.46 1.94 -6.78
C -0.22 0.57 -6.66
C 0.07 0.02 -5.43
C 2.29 -1.44 1.16
O 1.40 -0.45 0.97
H 3.12 1.15 4.08
H 1.74 0.97 2.98
H 3.40 0.97 2.33
H 4.29 -2.81 3.49
H 4.54 -4.53 1.72
H 3.45 -4.19 -0.48
H 2.35 -2.71 -2.03
H -0.12 2.84 -3.54
H -0.60 3.82 -5.75
H -0.67 2.37 -7.75
H -0.26 -0.05 -7.54
H 0.26 -1.04 -5.32
Cl -1.72 7.43 1.41
C -1.08 5.86 1.17
C 0.18 5.53 1.68
C 0.71 4.27 1.50
C 0.01 3.30 0.80
O 0.51 2.07 0.63
C -1.27 3.62 0.29
C -2.11 2.64 -0.35
O -1.89 1.42 -0.44
C -1.80 4.91 0.48
H 0.74 6.28 2.23
H 1.68 4.02 1.91
H -3.04 3.02 -0.78
H -2.79 5.14 0.11
C -3.49 -2.69 -0.60
C -2.83 -1.35 -0.83
O -1.37 -1.45 -0.69
H -4.57 -2.58 -0.74
H -3.30 -3.05 0.41
H -3.14 -3.43 -1.32
H -3.15 -0.61 -0.11
H -3.04 -0.98 -1.84
H -1.07 -2.14 -1.29
S -1.25 0.12 2.16
C -1.15 -1.40 2.89
N -1.60 -1.61 4.11
C -1.62 -2.98 4.61
C -0.60 -3.75 3.77
S -0.43 -2.82 2.21
H -2.10 -0.88 4.60
H -2.62 -3.40 4.52
H -1.34 -2.99 5.67
H -0.92 -4.76 3.55
H 0.39 -3.78 4.24

Summary:
**Energy above the lowest of the compared OMol25 structures with the same formula, charge and spin**: 0.0 kcal/mol
**E_HOMO**: -13.54 eV
**Net charge**: +2



[2]
DFT (ωB97M-V with the def2-TZVPD basis set) results for C27H27GeINNiO3 as an isolated structure.

Positions of all 61 atoms, in Å:
Ni -0.91 1.08 0.65
I 0.08 -0.80 2.57
C -0.82 -2.25 1.35
C -1.04 -3.48 1.92
C -1.76 -4.46 1.22
C -2.29 -4.15 0.01
C -2.08 -2.88 -0.58
C -2.72 -2.57 -1.80
C -2.58 -1.33 -2.36
C -1.69 -0.42 -1.79
C -0.98 -0.65 -0.61
C -1.27 -1.91 0.07
H -0.68 -3.69 2.92
H -1.92 -5.42 1.68
H -2.90 -4.87 -0.53
H -3.34 -3.32 -2.26
H -3.10 -1.08 -3.28
H -1.51 0.50 -2.32
C -2.99 2.55 -0.98
O -1.56 2.49 -0.81
C -0.98 3.77 -0.53
C -0.84 3.97 0.96
O -0.09 2.84 1.43
C 0.30 2.97 2.81
H -3.21 3.10 -1.90
H -3.46 3.04 -0.12
H -3.36 1.54 -1.04
H -1.58 4.55 -0.99
H 0.01 3.77 -0.99
H -1.81 4.01 1.46
H -0.28 4.88 1.17
H 0.87 3.89 2.93
H 0.94 2.13 3.03
H -0.57 2.98 3.46
Ge 0.99 -0.24 -1.14
C 1.64 -2.05 -1.39
C 1.33 -2.71 -2.58
C 1.70 -4.03 -2.76
C 2.37 -4.71 -1.75
C 2.68 -4.06 -0.56
C 2.31 -2.74 -0.38
C 2.12 0.98 -0.09
C 2.87 0.67 1.04
C 3.71 1.62 1.62
C 3.80 2.89 1.07
C 3.07 3.21 -0.06
C 2.24 2.26 -0.64
H 0.74 0.53 -2.44
H 0.81 -2.19 -3.38
H 1.47 -4.54 -3.69
H 2.66 -5.74 -1.89
H 3.20 -4.59 0.23
H 2.55 -2.24 0.55
H 2.82 -0.31 1.49
H 4.29 1.35 2.49
H 4.45 3.63 1.53
H 3.15 4.19 -0.51
H 1.70 2.51 -1.54
O -3.15 2.43 3.66
C -2.85 1.84 2.68
N -2.55 1.24 1.69

Summary:
**Energy above the lowest of the compared OMol25 structures with the same formula, charge and spin**: 0.0 kcal/mol
**Multiplicity**: 3
**E_HOMO (alpha / beta)**: -11.42 / -11.51 eV
**Net charge**: +1